Density functional theory data (ωB97M-V/def2-TZVPD) for a structure of composition C30H45CdN6O6S5 at a distorted geometry.

Structure (ORCA input):
```
! wB97M-V def2-TZVPD RIJCOSX def2/J DEFGRID3
* xyz -1 1
Cd 0.52 0.16 1.29
C 1.93 4.09 1.12
C 0.76 4.52 2.01
S -0.51 3.24 2.22
C -0.74 3.29 4.02
C 0.48 2.96 4.88
S 1.18 1.34 4.42
C 2.94 1.68 4.16
C 3.30 2.85 3.25
S 2.75 2.53 1.55
H 1.57 3.90 0.10
H 2.67 4.89 1.08
H 1.11 4.81 3.00
H 0.28 5.40 1.56
H -1.15 4.26 4.29
H -1.52 2.54 4.19
H 1.25 3.72 4.79
H 0.17 2.92 5.92
H 3.44 1.80 5.13
H 3.24 0.74 3.68
H 2.87 3.80 3.58
H 4.38 2.96 3.24
C 0.85 -6.35 -0.47
C 0.05 -5.07 -0.59
C 0.58 -3.96 -1.22
C -0.14 -2.78 -1.31
C -1.42 -2.72 -0.77
C -1.97 -3.83 -0.14
C -1.23 -4.99 -0.05
S -2.28 -1.17 -0.78
O -1.75 -0.43 -1.90
O -3.70 -1.46 -0.83
N -1.78 -0.46 0.54
C -2.31 -0.65 1.80
C -3.53 -1.29 2.15
C -3.86 -1.42 3.48
C -3.01 -0.92 4.47
C -1.86 -0.29 4.05
N -1.52 -0.15 2.77
H 1.78 -6.28 -1.02
H 0.28 -7.20 -0.85
H 1.09 -6.55 0.58
H 1.58 -4.00 -1.64
H 0.27 -1.90 -1.79
H -2.97 -3.76 0.27
H -1.66 -5.86 0.45
H -4.17 -1.65 1.37
H -4.78 -1.92 3.75
H -3.24 -1.03 5.52
H -1.16 0.11 4.77
C 3.54 -2.56 2.87
C 2.44 -2.09 1.89
C 2.98 -2.32 0.46
C 1.22 -3.01 2.09
N 2.19 -0.70 2.18
H 3.80 -3.62 2.71
H 3.19 -2.44 3.90
H 4.44 -1.95 2.73
H 3.16 -3.39 0.25
H 3.91 -1.77 0.33
H 2.25 -1.94 -0.26
H 1.48 -4.07 2.03
H 0.46 -2.79 1.33
H 0.78 -2.81 3.08
C -4.33 1.58 -6.63
C -3.35 1.42 -5.48
S -1.75 0.98 -6.15
O -1.26 2.11 -6.91
O -1.88 -0.30 -6.80
C -0.75 0.78 -4.70
C -0.24 2.12 -4.17
N 0.55 1.94 -2.96
C 0.07 2.02 -1.70
N 0.95 1.58 -0.81
C 2.03 1.14 -1.51
C 1.81 1.34 -2.84
N 2.70 1.11 -3.90
O 3.71 0.44 -3.65
O 2.44 1.56 -5.03
C -1.25 2.62 -1.36
H -5.30 1.90 -6.27
H -4.44 0.63 -7.16
H -3.96 2.32 -7.34
H -3.63 0.63 -4.78
H -3.20 2.36 -4.93
H 0.09 0.14 -5.01
H -1.35 0.24 -3.97
H -1.07 2.78 -3.91
H 0.35 2.60 -4.93
H 2.91 0.73 -1.02
H -1.43 3.53 -1.92
H -1.27 2.84 -0.29
H -2.05 1.90 -1.56
*
```

Computed properties:
- orbital gap (eV) = 3.989
- E_tot (Eh) = -4108.717029
- energy relative to the best compared isomer or geometry (same formula, charge and spin) (kcal/mol) = 10.2
- highest occupied orbital energy (eV) = -2.5